(1)
This record from the Open Molecules 2025 dataset describes a cluster of 2 separate species, C5H12O in total. The level of theory is ωB97M-V/def2-TZVPD.

Values from the calculation:
ΔE to the lowest compared entry with this formula, charge and spin: 79.1 kcal per mole
total charge: 0
energy: -272.8226 Ha

Each line ends with the natural charge from an NBO analysis.
Positions of all 18 atoms, in Å:
C -1.719 1.165 -0.607  -0.29
O -1.174 0.543 0.425  -0.34
C 0.066 0.513 0.779  0.33
C -0.017 -1.772 -1.362  -0.86
C 1.051 1.290 -0.006  -0.70
C 0.409 -0.364 1.935  -0.66
H -0.641 -0.876 -1.455  0.22
H -1.161 1.931 -1.129  0.16
H -2.795 1.081 -0.634  0.18
H -0.111 -2.371 -2.271  0.21
H 1.027 -1.476 -1.221  0.20
H -0.350 -2.357 -0.501  0.21
H 0.916 1.092 -1.083  0.23
H 0.931 2.379 0.124  0.23
H 2.069 1.016 0.282  0.23
H 0.902 0.197 2.740  0.22
H -0.498 -0.819 2.341  0.23
H 1.095 -1.173 1.642  0.22

(2)
This record from the Open Molecules 2025 dataset describes an isolated molecule of C5H12O. The level of theory is ωB97M-V/def2-TZVPD.

Values from the calculation:
SMILES: CCCOCC
ΔE to the lowest compared entry with this formula, charge and spin: 14.0 kcal per mole
total charge: 0
energy: -272.9263 Ha

Each line ends with the natural charge from an NBO analysis.
Positions of all 18 atoms, in Å:
C 2.932 -0.329 0.410  -0.61
C 1.624 -0.742 -0.264  -0.41
C 0.482 0.165 0.160  -0.05
O -0.700 -0.200 -0.513  -0.55
C -1.751 0.736 -0.362  -0.06
C -3.052 0.002 -0.096  -0.62
H 3.757 -0.979 0.108  0.21
H 2.845 -0.378 1.502  0.20
H 3.210 0.700 0.150  0.20
H 1.366 -1.780 -0.017  0.20
H 1.729 -0.691 -1.354  0.20
H 0.331 0.082 1.250  0.16
H 0.738 1.215 -0.057  0.16
H -1.837 1.326 -1.284  0.17
H -1.536 1.441 0.455  0.16
H -3.893 0.703 -0.045  0.21
H -2.998 -0.547 0.846  0.21
H -3.247 -0.725 -0.889  0.21

(3)
This record from the Open Molecules 2025 dataset describes an isolated molecule of C5H12O. The level of theory is ωB97M-V/def2-TZVPD.

Values from the calculation:
SMILES: CCC(C)(C)O
ΔE to the lowest compared entry with this formula, charge and spin: 7.8 kcal per mole
total charge: 0
energy: -272.9362 Ha

Each line ends with the natural charge from an NBO analysis.
Positions of all 18 atoms, in Å:
C -2.060 -0.091 -0.654  -0.61
C -0.610 0.289 -0.964  -0.41
C 0.444 -0.129 0.126  0.25
C 1.811 0.575 -0.080  -0.64
C 0.139 -0.052 1.651  -0.63
O 0.601 -1.536 -0.078  -0.73
H -2.128 -1.151 -0.387  0.22
H -2.736 0.076 -1.507  0.21
H -2.421 0.513 0.180  0.20
H -0.530 1.349 -1.217  0.20
H -0.361 -0.253 -1.903  0.19
H 1.877 1.591 0.338  0.22
H 2.061 0.646 -1.144  0.20
H 2.595 -0.015 0.413  0.22
H 0.145 0.952 2.094  0.21
H 0.946 -0.610 2.153  0.22
H -0.792 -0.554 1.924  0.22
H 1.019 -1.602 -0.945  0.46

- Among the records above, which one has the highest ΔE to the lowest compared entry with this formula, charge and spin?
  number 1